Entry 1:
Below is C34H93FN8O9Pd as an isolated structure, with properties calculated with ωB97M-V/def2-TZVPD.

Atoms and positions in Å:
Pd 13.14 10.26 -7.84
F 13.95 10.32 -5.89
C 16.37 11.18 -7.88
C 15.92 10.80 -9.27
O 14.74 10.06 -9.28
H 16.44 10.33 -7.20
H 15.61 11.81 -7.39
H 17.24 11.85 -7.88
H 16.73 10.23 -9.73
H 15.78 11.69 -9.90
C 20.81 9.44 -7.46
C 21.06 10.79 -8.12
C 20.76 11.95 -7.11
O 21.64 13.08 -7.16
C 21.39 13.86 -8.32
N 22.53 10.78 -8.37
H 19.78 9.27 -7.15
H 21.47 9.26 -6.61
H 21.18 8.66 -8.13
H 20.62 11.05 -9.08
H 20.91 11.59 -6.09
H 19.74 12.30 -7.34
H 21.10 13.32 -9.22
H 22.38 14.28 -8.52
H 20.57 14.58 -8.26
H 22.76 11.54 -9.00
H 23.02 11.00 -7.51
C 16.37 5.80 -5.81
C 15.21 6.72 -5.46
C 15.28 7.23 -4.04
O 15.22 6.16 -3.09
C 15.18 6.56 -1.75
N 15.20 7.85 -6.37
H 16.29 4.87 -5.24
H 17.27 6.21 -5.32
H 16.58 5.70 -6.87
H 14.27 6.16 -5.51
H 14.43 7.90 -3.86
H 16.22 7.76 -3.84
H 14.49 5.93 -1.18
H 14.83 7.58 -1.58
H 16.14 6.45 -1.23
H 16.08 8.36 -6.44
H 14.66 8.63 -5.97
C 9.80 12.63 -9.77
C 11.15 12.17 -9.23
C 11.52 12.90 -7.94
O 12.81 12.52 -7.46
C 13.10 13.21 -6.23
N 11.23 10.72 -9.12
H 9.48 11.89 -10.51
H 9.89 13.59 -10.28
H 9.01 12.74 -9.03
H 11.92 12.55 -9.91
H 10.76 12.76 -7.16
H 11.57 13.97 -8.13
H 14.11 12.88 -6.03
H 12.34 13.04 -5.47
H 13.24 14.27 -6.44
H 11.40 10.26 -10.03
H 10.32 10.45 -8.76
C 22.26 13.83 -13.70
C 21.11 14.00 -12.76
C 20.49 12.70 -12.28
O 19.11 12.94 -12.01
C 18.38 11.79 -11.66
N 21.61 14.78 -11.60
H 22.04 13.46 -14.71
H 22.97 13.11 -13.28
H 22.76 14.78 -13.87
H 20.32 14.59 -13.25
H 21.03 12.29 -11.42
H 20.48 11.97 -13.10
H 18.67 11.27 -10.75
H 18.33 11.14 -12.54
H 17.34 12.08 -11.49
H 20.93 14.71 -10.85
H 21.69 15.76 -11.82
C 15.32 4.96 -10.19
C 15.57 6.44 -9.93
C 16.92 6.98 -10.42
O 17.96 6.57 -9.55
C 18.25 7.52 -8.56
N 14.48 7.18 -10.58
H 15.84 4.31 -9.48
H 15.66 4.68 -11.19
H 14.27 4.66 -10.09
H 15.47 6.58 -8.85
H 16.89 8.07 -10.55
H 17.16 6.59 -11.41
H 19.07 7.13 -7.96
H 17.45 7.65 -7.81
H 18.56 8.48 -8.98
H 14.66 7.24 -11.58
H 14.39 8.17 -10.37
C 12.12 11.52 -12.92
C 12.38 10.02 -12.83
C 13.61 9.67 -13.65
O 13.90 8.28 -13.58
C 12.96 7.34 -14.08
N 12.52 9.65 -11.43
H 12.08 11.84 -13.97
H 12.93 12.07 -12.44
H 11.16 11.81 -12.50
H 11.52 9.49 -13.24
H 14.48 10.21 -13.28
H 13.39 9.86 -14.71
H 13.18 6.41 -13.55
H 13.19 7.22 -15.14
H 11.91 7.62 -13.99
H 13.32 10.14 -11.00
H 12.87 8.69 -11.37
C 20.16 14.90 -4.51
C 18.84 15.61 -4.74
C 17.79 14.61 -5.25
O 16.61 15.35 -5.57
C 15.56 14.48 -5.85
N 18.47 16.18 -3.43
H 20.47 14.42 -5.44
H 19.95 14.09 -3.81
H 20.99 15.50 -4.16
H 18.90 16.39 -5.51
H 17.60 13.85 -4.48
H 18.13 14.09 -6.15
H 15.24 13.81 -5.04
H 15.71 13.78 -6.69
H 14.67 15.07 -6.09
H 17.46 16.28 -3.33
H 18.68 15.49 -2.71
C 16.12 11.33 -1.89
C 15.81 12.09 -3.20
C 16.71 11.52 -4.28
O 18.02 12.00 -4.04
C 18.99 11.61 -4.97
N 14.39 11.82 -3.53
H 15.62 10.37 -1.75
H 15.71 11.96 -1.09
H 17.19 11.20 -1.73
H 15.90 13.17 -3.08
H 16.47 11.88 -5.30
H 16.63 10.43 -4.30
H 19.24 10.55 -4.99
H 19.92 12.16 -4.80
H 18.70 11.97 -5.97
H 14.32 11.57 -4.52
H 14.04 10.97 -3.10

Its spin multiplicity is 3. As for the total charge: 0. The expectation value of S² is 2.007. For the total energy, the calculation gives -73304.05212 eV.

Atomic partial charges in e from the Mulliken method, atoms 1 to 6: Pd 0.033; F -0.878; C 1.300; C 0.517; O 0.576; H -0.443

=====

Entry 2:
Below is a 10-piece molecular cluster, C34H94N6O13 overall, with properties calculated with ωB97M-V/def2-TZVPD.

Atoms and positions in Å:
C -2.80 2.05 2.52
O -4.08 2.59 2.82
C -4.02 3.90 3.29
C -5.48 4.30 3.63
C -6.33 4.30 2.38
N -5.56 5.58 4.29
H -2.12 2.18 3.37
H -2.34 2.63 1.71
H -2.97 0.99 2.31
H -3.42 4.00 4.19
H -3.61 4.54 2.51
H -5.94 3.55 4.27
H -5.87 4.87 1.57
H -7.35 4.65 2.45
H -6.48 3.24 2.13
H -5.30 5.50 5.27
H -6.51 5.91 4.37
C -2.55 -0.88 -3.92
O -1.89 -1.69 -4.88
C -0.62 -1.29 -5.35
C 0.14 -2.33 -6.21
C 0.36 -3.62 -5.42
N 1.43 -1.76 -6.54
H -1.99 -0.80 -2.98
H -3.41 -1.45 -3.58
H -2.88 0.07 -4.34
H -0.74 -0.38 -5.93
H -0.03 -0.96 -4.49
H -0.37 -2.54 -7.15
H 0.99 -4.24 -6.05
H -0.59 -4.10 -5.18
H 0.87 -3.42 -4.48
H 1.97 -2.54 -6.87
H 1.88 -1.49 -5.68
C -1.59 -3.56 -1.86
O -1.20 -4.89 -1.82
C -1.96 -5.74 -2.62
C -1.42 -7.17 -2.56
C 0.04 -7.25 -3.01
N -2.22 -8.07 -3.35
H -1.33 -3.20 -2.86
H -0.94 -3.02 -1.17
H -2.63 -3.39 -1.58
H -3.04 -5.71 -2.48
H -1.84 -5.43 -3.66
H -1.43 -7.52 -1.53
H 0.46 -8.26 -3.05
H 0.67 -6.61 -2.39
H 0.10 -6.85 -4.02
H -2.47 -7.56 -4.19
H -3.12 -8.14 -2.91
C 7.87 -2.80 0.22
O 6.67 -2.63 1.00
C 5.76 -1.68 0.53
C 4.46 -1.57 1.38
N 3.75 -2.79 1.23
C 2.58 -2.89 2.10
C 2.85 -3.32 3.57
O 3.57 -2.32 4.29
C 3.68 -2.63 5.66
H 8.46 -3.65 0.58
H 8.52 -1.93 0.31
H 7.68 -2.98 -0.84
H 5.61 -1.89 -0.52
H 6.30 -0.73 0.57
H 3.83 -0.73 1.06
H 4.65 -1.33 2.42
H 4.44 -3.49 1.48
H 1.90 -3.62 1.66
H 1.96 -2.00 2.11
H 3.38 -4.27 3.50
H 1.93 -3.52 4.12
H 2.73 -2.62 6.20
H 4.22 -1.81 6.14
H 4.26 -3.51 5.94
C -4.98 -0.34 5.66
O -3.60 -0.34 5.87
C -3.15 0.89 6.39
C -1.62 0.94 6.24
N -0.89 -0.03 7.11
C 0.60 0.16 7.24
C 1.38 -0.03 5.89
O 1.10 0.99 4.94
C 1.60 0.74 3.61
H -5.62 -0.16 6.53
H -5.24 -1.27 5.16
H -5.25 0.48 4.98
H -3.41 0.98 7.44
H -3.56 1.78 5.91
H -1.42 1.95 6.58
H -1.39 0.77 5.19
H -1.17 -0.96 6.84
H 1.14 -0.49 7.93
H 0.85 1.17 7.57
H 1.06 -0.96 5.42
H 2.46 -0.07 6.00
H 1.23 -0.18 3.16
H 2.66 0.53 3.76
H 1.49 1.63 2.99
C 5.49 7.21 -4.71
O 4.10 7.38 -4.48
C 3.16 7.17 -5.62
C 1.64 7.08 -5.33
N 1.37 5.93 -4.44
C -0.06 5.64 -4.28
C -0.39 4.29 -3.58
O 0.05 3.20 -4.43
C -0.08 1.97 -3.77
H 5.70 6.15 -4.89
H 5.97 7.57 -3.80
H 5.83 7.79 -5.57
H 3.53 6.23 -6.02
H 3.39 7.93 -6.37
H 1.18 6.79 -6.27
H 1.28 8.06 -5.01
H 1.80 5.14 -4.90
H -0.57 5.76 -5.24
H -0.36 6.44 -3.59
H -1.46 4.29 -3.39
H 0.05 4.35 -2.58
H -1.11 1.82 -3.44
H 0.58 1.91 -2.90
H 0.22 1.16 -4.43
C 2.11 -1.89 -1.46
O 1.20 -1.24 -2.39
H 2.09 -1.43 -0.47
H 1.85 -2.94 -1.32
H 3.13 -1.71 -1.80
H 0.60 -0.73 -1.85
C -3.01 2.57 -1.05
O -2.95 1.23 -1.50
H -3.81 2.81 -0.36
H -2.13 2.85 -0.48
H -3.13 3.18 -1.95
H -3.87 0.95 -1.52
C 0.21 0.74 0.01
O -0.63 -0.12 -0.76
H 0.48 1.55 -0.67
H -0.33 1.17 0.85
H 1.10 0.21 0.34
H -1.43 0.33 -1.03
C -1.18 -2.18 2.50
O -0.84 -3.52 2.76
H -0.88 -1.96 1.47
H -2.23 -1.89 2.55
H -0.59 -1.51 3.12
H -0.87 -4.12 2.01

The SMILES is COC[C@H](C)N.COC[C@H](C)N.COC[C@H](C)N.COCCNCCOC.COCCNCCOC.COCCNCCOC.CO.CO.CO.CO. As for the total charge: 0. The energy above the lowest of the compared OMol25 structures with the same formula, charge and spin comes out at 45.2 kcal per mole.

Atomic partial charges in e from the Mulliken method, atoms 1 to 6: C -1.002; O -0.307; C -0.744; C 0.699; C -1.454; N -0.763

=====

Entry 3:
Below is a 16-piece molecular cluster, C34H95Br2ClN5O19 overall, with properties calculated with ωB97M-V/def2-TZVPD.

Atoms and positions in Å:
C 0.25 -3.73 -0.39
C 0.59 -2.69 -1.59
C -0.77 -2.45 -2.41
C -0.59 -1.75 -3.84
C 0.69 -2.30 -4.69
C -0.57 -0.16 -3.80
N -0.03 0.46 -2.61
C -0.22 1.89 -2.92
N 0.13 2.79 -2.00
C 0.01 4.26 -2.01
C 1.47 4.99 -2.17
C 1.12 6.58 -2.26
N 2.24 7.38 -2.87
C 0.76 2.23 -0.74
C 2.31 1.78 -0.97
O 2.86 1.21 0.00
Cl 3.18 2.06 -2.58
N -0.79 2.18 -4.22
C -1.13 3.38 -4.99
Br -2.88 4.23 -4.47
C 0.05 4.43 -5.27
C -0.33 5.17 -6.68
Br 1.70 3.39 -5.64
N -1.00 0.88 -4.68
C -1.60 0.38 -5.94
O -3.04 0.53 -6.04
C -3.70 0.37 -4.77
O -5.13 0.38 -5.01
C -5.84 -0.23 -3.91
C -6.34 0.82 -2.79
O -6.43 0.17 -1.48
H -0.36 -3.26 0.44
H -0.35 -4.65 -0.79
H 1.25 -4.17 -0.01
H 0.90 -1.69 -1.11
H 1.42 -3.19 -2.20
H -1.29 -3.45 -2.58
H -1.46 -1.81 -1.74
H -1.52 -2.05 -4.48
H 0.70 -1.84 -5.73
H 1.66 -2.13 -4.10
H 0.54 -3.44 -4.84
H -0.76 4.73 -2.69
H -0.32 4.57 -0.94
H 2.11 4.75 -1.23
H 2.06 4.60 -3.06
H 0.21 6.73 -2.96
H 0.78 7.01 -1.24
H 1.92 7.65 -3.82
H 3.11 6.84 -2.96
H 0.85 3.07 0.06
H 0.13 1.42 -0.25
H -1.39 3.03 -6.07
H 0.16 5.27 -4.51
H 0.47 5.92 -7.00
H -0.45 4.40 -7.52
H -1.33 5.70 -6.51
H -1.16 1.04 -6.79
H -1.34 -0.69 -6.22
H -3.36 -0.60 -4.23
H -3.50 1.25 -4.04
H -6.80 -0.71 -4.34
H -5.27 -1.08 -3.38
H -5.70 1.77 -2.73
H -7.41 1.16 -3.06
H -6.98 0.72 -0.87
C 2.48 8.81 1.16
O 3.60 9.11 0.34
H 2.71 9.10 2.19
H 1.61 9.36 0.81
H 2.29 7.73 1.13
H 3.37 8.84 -0.56
C -1.01 5.93 1.86
O -0.92 4.72 1.11
H -1.75 6.58 1.39
H -1.32 5.71 2.88
H -0.04 6.43 1.86
H -0.26 4.17 1.55
C -1.63 -6.39 1.63
O -1.61 -6.58 0.22
H -0.65 -6.02 1.95
H -2.39 -5.66 1.89
H -1.84 -7.34 2.13
H -2.48 -6.90 -0.03
C 4.24 1.45 3.67
O 5.36 1.75 2.84
H 4.48 1.73 4.70
H 3.37 2.01 3.33
H 4.04 0.37 3.63
H 5.13 1.49 1.94
C -5.21 -6.19 -1.67
O -4.18 -7.11 -1.35
H -4.78 -5.19 -1.78
H -5.68 -6.48 -2.62
H -5.96 -6.17 -0.87
H -4.60 -7.98 -1.27
C 0.66 10.33 -4.98
O 0.87 9.10 -5.65
H -0.32 10.31 -4.51
H 1.43 10.46 -4.20
H 0.71 11.15 -5.69
H 1.75 9.14 -6.05
C 3.73 -2.26 5.66
O 2.60 -1.42 5.81
H 3.56 -2.94 4.83
H 4.62 -1.65 5.45
H 3.89 -2.83 6.58
H 2.78 -0.82 6.55
C 2.93 -7.08 -0.17
O 2.79 -5.75 0.31
H 2.24 -7.73 0.38
H 2.68 -7.11 -1.23
H 3.95 -7.42 -0.01
H 3.40 -5.20 -0.19
C -1.67 -10.85 1.80
O -0.50 -10.16 1.40
H -1.45 -11.41 2.71
H -2.47 -10.14 2.00
H -1.97 -11.55 1.01
H -0.72 -9.67 0.59
C -0.14 4.03 5.70
O -0.12 3.84 4.29
H 0.83 4.39 6.02
H -0.91 4.76 5.96
H -0.35 3.07 6.19
H -0.99 3.51 4.03
C -6.26 -10.82 -2.84
O -5.45 -9.92 -2.10
H -7.18 -10.31 -3.13
H -5.73 -11.14 -3.75
H -6.51 -11.69 -2.23
H -4.64 -10.40 -1.87
C 1.99 6.01 8.96
O 2.08 4.81 8.22
H 1.24 6.66 8.49
H 1.68 5.79 9.98
H 2.96 6.52 8.97
H 2.74 4.25 8.65
C -0.55 -1.16 7.83
O -0.35 -2.38 7.15
H -1.53 -1.17 8.30
H 0.22 -1.04 8.61
H -0.49 -0.32 7.12
H 0.53 -2.34 6.75
C 6.22 -9.47 -1.23
O 6.09 -8.14 -0.75
H 5.54 -10.12 -0.68
H 5.98 -9.51 -2.29
H 7.25 -9.82 -1.07
H 6.70 -7.59 -1.25
C 1.94 2.07 10.79
O 3.05 2.37 9.96
H 2.16 2.36 11.81
H 1.06 2.61 10.44
H 1.74 0.99 10.76
H 2.82 2.10 9.06

As for the total charge: +1. For the total energy, the calculation gives -235739.64580 eV.

Atomic partial charges in e from the Mulliken method, atoms 1 to 6: C -0.891; C -0.009; C -0.990; C 0.514; C -1.335; C -0.264

=====

Sequential M output: 883.58; 795.15; 1073.41 u